# C5H12NO

A gas-phase ion, C5H12NO (charge +1) (ωB97M-V with the def2-TZVPD basis set, OMol25).

XYZ file:
```
19
Properties=species:S:1:pos:R:3:forces:R:3:mulliken_charge:R:1
C 0.512 0.220 1.228 0.976 -0.644 1.372 -0.7748
C 0.666 1.572 0.663 -2.938 1.533 -0.666 0.2504
C 1.200 1.671 -0.683 2.705 0.028 2.162 -0.6307
C -1.958 -0.349 0.964 2.397 1.100 -3.589 -1.0026
C 0.186 -2.015 -1.255 0.244 2.417 -1.120 -0.6296
N -0.570 -0.670 0.593 0.044 0.773 -1.487 0.0922
O -0.546 -0.808 -0.878 0.274 0.954 2.556 -0.3529
H 1.396 -0.312 0.936 0.755 -0.397 0.217 0.3324
H 0.408 0.165 2.375 -0.153 0.137 -1.982 0.4324
H -0.053 2.455 1.019 1.699 -1.933 -0.556 0.2942
H 2.234 1.215 -0.863 -1.540 0.366 0.230 0.3026
H 1.021 2.556 -1.210 0.046 1.473 -0.508 0.3426
H 0.476 0.960 -0.984 -1.510 -2.007 -1.452 0.2662
H -2.405 0.336 0.259 -0.214 0.644 0.252 0.3305
H -2.360 -1.253 0.794 -2.269 -3.115 -0.098 0.3902
H -1.896 -0.102 1.935 -0.504 1.141 3.443 0.4540
H 1.140 -1.678 -1.684 -0.138 -0.394 0.103 0.2667
H -0.425 -2.463 -2.015 -0.152 -0.544 -0.152 0.2572
H 0.313 -2.544 -0.373 0.278 -1.532 1.274 0.3791
```
Positions in Å, forces in eV/Å.

ΔE to the lowest compared entry with this formula, charge and spin (kcal per mole): 136.8
Calculated total energy (Ha): -327.241640
Net charge: +1
E_HOMO (spin up / spin down) (eV): -14.00 / -14.00
Frontier orbital gap (spin up / spin down) (eV): 7.4246 / 7.4232



# C45H53BrCl3CsN2O7P2SSi

A molecular structure, C45H53BrCl3CsN2O7P2SSi (ωB97M-V with the def2-TZVPD basis set, OMol25).

XYZ file:
```
116
Properties=species:S:1:pos:R:3:forces:R:3:mulliken_charge:R:1
Cs 1.062 -0.424 -2.309 -2.301 -0.162 0.798 1.2968
C -0.234 3.366 1.843 -0.062 0.020 0.085 -1.2621
N 1.201 3.277 1.563 -0.194 0.275 0.024 0.4370
P 2.133 2.195 2.526 0.193 -0.049 -0.015 0.0925
C 1.002 0.783 2.739 -0.075 -0.141 0.044 0.0853
C 1.122 -0.217 1.769 -0.076 0.021 -0.014 -1.1613
C 0.198 -1.252 1.704 0.100 0.026 -0.037 -0.7764
C -0.830 -1.321 2.631 -0.035 -0.041 0.068 -0.0094
C -0.930 -0.357 3.627 -0.006 -0.057 -0.088 -1.4018
C -0.031 0.696 3.671 0.063 0.092 0.067 0.4342
C 2.041 3.037 4.153 -0.077 0.068 -0.007 0.4909
C 1.921 4.422 4.244 -0.020 -0.016 -0.029 -0.2394
C 1.978 5.066 5.472 -0.005 0.021 0.008 -0.6567
C 2.165 4.337 6.637 0.008 -0.014 -0.011 -0.4830
C 2.298 2.956 6.559 0.006 0.011 0.035 -0.5527
C 2.238 2.316 5.332 0.034 -0.077 -0.012 -0.6292
P 1.556 3.103 -0.148 0.033 -0.345 -0.050 0.7211
C 3.285 3.671 -0.162 -0.001 0.054 0.071 0.4480
C 4.126 3.009 -1.043 0.114 -0.014 -0.125 -0.7645
C 5.461 3.380 -1.167 -0.075 -0.009 0.022 -0.3516
C 5.960 4.399 -0.374 0.051 0.003 0.011 -0.6767
C 5.134 5.043 0.545 0.008 -0.008 -0.015 -0.8627
C 3.803 4.680 0.651 -0.029 0.003 -0.006 0.1496
C 0.648 4.547 -0.834 -0.029 0.084 -0.067 0.0002
C -0.637 4.282 -1.313 0.021 -0.015 -0.035 -0.5010
C -1.403 5.280 -1.894 0.003 0.014 -0.011 -0.5534
C -0.882 6.559 -2.034 -0.028 0.000 -0.007 -0.4869
C 0.402 6.830 -1.586 0.039 0.019 0.015 -0.6696
C 1.161 5.833 -0.989 -0.016 -0.004 0.057 -0.2776
H -0.393 3.427 2.920 0.020 -0.009 0.016 0.4551
H -0.787 2.494 1.472 -0.009 0.013 -0.008 0.2769
H -0.657 4.265 1.391 0.055 -0.009 0.002 0.3990
H 1.914 -0.157 1.031 0.100 0.002 -0.018 0.7956
H 0.263 -1.981 0.906 -0.031 -0.034 0.033 0.7528
H -1.574 -2.103 2.558 0.010 -0.020 -0.023 0.2969
H -1.735 -0.411 4.349 -0.040 0.009 0.045 0.3888
H -0.144 1.467 4.425 -0.010 -0.025 0.008 0.3481
H 1.774 4.994 3.336 -0.030 0.010 -0.016 0.2386
H 1.871 6.143 5.516 0.006 0.013 0.009 0.3873
H 2.208 4.836 7.597 -0.001 0.010 0.010 0.3524
H 2.446 2.373 7.459 -0.003 -0.002 0.009 0.3778
H 2.336 1.238 5.287 0.007 -0.005 -0.012 0.4376
H 3.744 2.163 -1.598 -0.003 -0.004 -0.043 0.1043
H 6.092 2.854 -1.873 0.033 0.010 0.001 0.3960
H 7.003 4.682 -0.452 0.004 0.019 -0.004 0.3757
H 5.534 5.824 1.181 0.012 0.004 0.011 0.3929
H 3.157 5.164 1.375 0.018 0.011 0.002 0.3964
H -1.034 3.276 -1.239 0.005 -0.017 0.009 0.5623
H -2.396 5.049 -2.258 -0.012 0.011 -0.002 0.4261
H -1.470 7.337 -2.505 -0.003 0.007 -0.003 0.3486
H 0.825 7.821 -1.709 -0.017 0.007 -0.003 0.3901
H 2.165 6.055 -0.653 0.008 0.004 -0.019 0.3412
Cl 5.474 -2.659 0.278 -0.002 0.038 -0.061 -0.1922
C 5.189 -1.646 -1.173 0.213 -0.084 -0.016 0.5440
Cl 6.343 -0.302 -1.161 -0.015 -0.009 0.016 -0.1502
Cl 5.481 -2.623 -2.627 -0.018 0.015 0.000 -0.1510
C 3.683 -1.161 -1.119 0.292 -0.107 0.194 -0.2020
O 2.853 -2.039 -1.374 0.893 -0.914 0.454 -0.7318
O 3.516 0.026 -0.818 0.135 0.164 0.166 -0.3565
C -5.257 -0.849 1.040 -0.108 0.036 0.049 -1.4302
C -4.988 -2.156 1.782 0.045 0.034 -0.178 1.7719
C -4.829 -1.890 3.275 -0.002 -0.011 0.022 -1.7553
C -6.131 -3.143 1.551 -0.089 -0.038 0.019 -1.5664
O -3.773 -2.747 1.351 0.009 -0.026 0.129 0.4417
Si -3.058 -2.778 -0.165 -0.030 -0.324 0.134 -1.1043
S -2.202 -1.102 -0.876 -0.046 0.229 -0.068 -0.3770
O -1.930 -3.987 0.040 -0.022 0.121 -0.130 0.0684
C -1.993 -5.266 0.645 0.008 0.102 0.050 1.9145
C -1.690 -5.112 2.135 0.041 -0.048 0.024 -1.4544
C -3.351 -5.933 0.450 -0.002 -0.131 0.026 -1.2991
C -0.905 -6.098 -0.027 0.014 -0.048 0.023 -1.8238
O -4.330 -3.409 -1.059 -0.035 0.000 -0.081 0.4679
C -4.485 -3.502 -2.471 0.080 0.027 0.140 1.6625
C -5.565 -4.557 -2.694 -0.033 -0.021 -0.035 -1.7704
C -3.180 -3.935 -3.130 -0.016 -0.042 -0.088 -1.3361
C -4.947 -2.155 -3.016 -0.063 0.002 -0.113 -1.6037
H -6.148 -0.365 1.452 0.010 0.011 -0.013 0.4960
H -5.416 -1.031 -0.023 -0.003 -0.030 -0.012 0.1661
H -4.402 -0.179 1.126 0.022 0.010 0.035 0.2546
H -5.740 -1.463 3.702 -0.023 -0.007 -0.022 0.4079
H -4.008 -1.196 3.439 0.090 0.077 0.013 0.2506
H -4.602 -2.823 3.794 0.011 -0.016 0.007 0.3568
H -7.091 -2.705 1.839 0.018 0.018 0.022 0.4683
H -5.974 -4.047 2.146 0.027 -0.008 0.008 0.3098
H -6.168 -3.427 0.501 0.014 0.017 -0.040 0.0719
H -2.440 -4.473 2.599 -0.035 0.029 -0.001 0.0175
H -0.710 -4.649 2.264 0.009 0.027 -0.002 0.2739
H -1.685 -6.081 2.642 -0.007 -0.020 -0.033 0.5375
H -4.144 -5.361 0.928 -0.010 0.047 0.029 0.0369
H -3.325 -6.937 0.885 -0.030 0.004 -0.006 0.5882
H -3.591 -6.016 -0.610 0.021 -0.004 -0.026 0.1199
H 0.053 -5.584 0.055 0.021 0.019 -0.002 0.3369
H -1.130 -6.229 -1.087 -0.011 0.023 -0.016 0.3462
H -0.820 -7.084 0.438 -0.014 -0.005 0.008 0.3935
H -5.229 -5.529 -2.331 0.020 -0.017 0.028 0.3460
H -5.817 -4.650 -3.753 0.028 0.026 -0.014 0.4110
H -6.466 -4.280 -2.144 -0.022 0.009 0.006 0.3150
H -2.831 -4.871 -2.690 0.008 -0.016 0.005 0.1445
H -2.408 -3.180 -2.985 0.007 0.027 0.020 0.2365
H -3.325 -4.088 -4.203 -0.002 0.011 0.000 0.5417
H -5.909 -1.887 -2.572 -0.015 0.007 0.024 0.3067
H -5.069 -2.201 -4.102 -0.007 -0.005 -0.003 0.4707
H -4.220 -1.384 -2.769 0.041 -0.001 0.023 0.1996
Br 7.086 -1.114 -7.462 0.018 -0.010 -0.017 -0.2594
C 6.044 -0.135 -6.204 -0.043 0.005 0.040 0.1523
C 6.667 0.811 -5.408 0.077 -0.015 -0.049 -0.3127
N 6.001 1.532 -4.512 0.013 -0.017 -0.022 -0.4502
C 4.691 1.309 -4.401 -0.103 0.112 0.017 -0.2873
C 3.985 0.378 -5.150 0.106 -0.081 -0.075 0.3339
C 4.690 -0.372 -6.079 0.003 -0.053 0.054 -0.5051
C 2.485 0.147 -4.948 0.140 0.134 -0.245 0.2840
O 2.014 -0.868 -5.486 -0.064 -0.025 -0.002 -0.7682
O 1.893 0.980 -4.218 0.699 0.918 -1.263 -0.8172
H 7.732 0.988 -5.502 0.006 0.007 0.019 0.3630
H 4.147 1.905 -3.683 -0.022 0.050 0.055 0.6654
H 4.167 -1.125 -6.653 -0.011 0.010 -0.013 0.5504
```
Positions in Å, forces in eV/Å.

ΔE to the lowest compared entry with this formula, charge and spin (kcal per mole): 0.0
Calculated total energy (Ha): -7728.282410
Net charge: -2
E_HOMO (eV): -2.87
Frontier orbital gap (eV): 6.5225



# C4H13N2O

A gas-phase ion, C4H13N2O (charge +1) (ωB97M-V with the def2-TZVPD basis set, OMol25).

XYZ file:
```
20
Properties=species:S:1:pos:R:3:forces:R:3:mulliken_charge:R:1
N 1.313 -0.814 2.013 -0.846 -1.956 0.475 -0.5562
C 0.930 -0.965 0.621 -1.087 2.725 -1.074 -0.7327
C -0.182 0.167 0.418 0.535 -0.843 0.099 -0.2760
N -1.210 -0.023 1.548 -0.651 0.144 -1.573 -0.2045
C -0.791 0.340 -0.967 0.039 -2.096 0.126 -0.5417
C 0.309 0.751 -1.965 -1.076 0.240 0.121 -0.6566
O -0.179 0.778 -3.286 0.195 -0.355 0.184 -0.5059
H 2.036 -0.151 2.243 0.304 -0.027 -0.524 0.2208
H 1.554 -1.731 2.372 0.198 0.317 0.414 0.2194
H 1.734 -0.655 -0.036 0.212 -0.157 -0.270 0.3704
H 0.527 -1.894 0.190 0.325 -0.222 1.113 0.4582
H 0.354 1.046 0.719 -0.041 0.821 0.172 0.2815
H -0.677 0.156 2.401 -0.354 -0.337 0.351 0.4283
H -2.027 0.570 1.377 0.499 0.770 0.460 0.3587
H -1.691 -0.925 1.541 0.839 -0.486 0.235 0.3361
H -1.117 -0.677 -1.276 0.029 0.382 -0.065 0.2806
H -1.716 0.919 -1.005 0.297 0.559 0.130 0.5089
H 0.676 1.739 -1.683 0.452 0.006 0.103 0.3103
H 1.076 -0.019 -1.903 0.204 0.343 -0.309 0.3680
H -0.919 1.387 -3.323 -0.074 0.172 -0.166 0.3322
```
Positions in Å, forces in eV/Å.

ΔE to the lowest compared entry with this formula, charge and spin (kcal per mole): 49.3
SMILES: NC[C@H]([NH3+])CCO
Calculated total energy (Ha): -344.688336
Net charge: +1
E_HOMO (eV): -13.93
Frontier orbital gap (eV): 10.5421



Question: Among the records above, which one has the highest calculated total energy?
Answer: C5H12NO